72
Properties=species:S:1:pos:R:3 method="wB97M-V/def2-TZVPD" homo_ha=-0.3890 total_charge=+1 relative_energy_kj_mol=24.90 homo_lumo_gap_ev=7.053
Ti 0.05074 -0.63813 0.09054
C 0.20943 -3.14628 3.32022
C -0.87201 -2.17014 2.88441
N -1.34844 -2.24550 1.45518
C -1.61631 -3.67151 1.11250
C -0.41848 -4.44341 0.54843
C -2.63447 -1.52127 1.42120
C -2.46414 -0.00932 1.55805
N -1.09172 0.41324 1.23713
C -0.71153 1.69231 1.73248
C 0.62556 1.93148 2.03870
F 1.49935 0.92290 1.89585
C 1.09050 3.12532 2.53748
F 2.39312 3.24449 2.80136
C 0.22313 4.16695 2.77686
C -1.10593 3.95311 2.49588
F -1.99515 4.92983 2.69442
C -1.57146 2.75512 1.98620
F -2.88126 2.65898 1.73868
H 0.39585 -2.95966 4.37900
H 1.15427 -3.01270 2.80434
H -0.10358 -4.18796 3.22553
H -0.53827 -1.15273 3.06681
H -1.75133 -2.35024 3.51088
H -2.42739 -3.68348 0.38742
H -1.99926 -4.17149 2.00465
H -0.48227 -4.53020 -0.53956
H -0.39303 -5.46048 0.93967
H 0.52692 -3.97407 0.81412
H -3.28460 -1.88431 2.21960
H -3.14444 -1.76458 0.49213
H -2.70311 0.30577 2.57148
H -3.17934 0.48494 0.90214
H 0.56813 5.10952 3.18236
N -1.59185 -0.67189 -1.34172
C -1.41354 -0.65426 -2.82234
C -0.94775 -1.99350 -3.34537
C 0.51337 -2.22176 -3.04440
N 0.79972 -2.13793 -1.58487
H -2.31721 -1.34714 -1.12772
H -1.96833 0.25826 -1.11882
H -0.68330 0.11770 -3.05133
H -2.35971 -0.36471 -3.27089
H -1.09008 -2.02426 -4.42630
H -1.56612 -2.79486 -2.92111
H 1.10952 -1.44983 -3.52249
H 0.84012 -3.18948 -3.42214
H 1.80886 -2.02992 -1.52785
H 0.62826 -3.04061 -1.15312
O 3.34525 -2.69982 0.01459
P 2.93611 -1.42762 0.87172
O 3.67015 -1.27049 2.11211
O 1.36309 -1.56484 0.93304
O 3.17714 -0.22637 -0.19101
P 2.37220 0.72924 -1.20819
O 2.89076 2.16146 -0.83853
O 2.51887 0.30568 -2.59702
O 0.87483 0.76807 -0.68443
H 4.17222 -3.08634 0.33806
H 3.80573 2.32188 -1.10855
S -1.95213 2.51101 -1.44467
C -0.55803 3.40663 -1.82935
N 0.08892 3.21818 -3.01416
C 1.22773 3.85550 -3.41158
C 1.81056 4.76407 -2.59750
C 1.20048 5.01231 -1.34839
C 0.06042 4.35844 -0.97645
H -0.34149 2.54981 -3.63674
H 1.61025 3.58554 -4.38635
H 2.70757 5.28045 -2.90879
H 1.64730 5.73312 -0.67185
H -0.40934 4.54176 -0.02163